An isolated molecule of C3H4N2O. Source: the Open Molecules 2025 dataset; level of theory: ωB97M-V with the def2-TZVPD basis set.

Geometry as ORCA input:
```
! RIJCOSX wB97M-V def2-TZVPD def2/J DEFGRID3
* xyz 0 1
N 1.72 -0.14 0.03
C 0.53 0.44 0.20
C -0.35 1.39 0.27
N -0.78 -0.04 0.60
C -1.41 -0.82 -0.38
O -0.80 -1.43 -1.23
H 1.72 -1.13 -0.18
H 2.57 0.28 0.37
H -0.71 2.36 0.57
H -2.50 -0.92 -0.24
*
```

- Energy relative to the best compared isomer or geometry (same formula, charge and spin): 3.844 eV
- Frontier orbital gap: 9.0389 eV
- SMILES: NC1=CN1C=O
- HOMO energy: -8.18 eV


The ion C5H8NO with charge +1. Source: the Open Molecules 2025 dataset; level of theory: ωB97M-V with the def2-TZVPD basis set.

Geometry as ORCA input:
```
! RIJCOSX wB97M-V def2-TZVPD def2/J DEFGRID3
* xyz 1 1
O -3.01 -0.56 -0.15
N -1.89 -0.04 -0.04
C -1.29 1.21 0.14
C -0.45 -0.05 0.04
C 0.55 -0.65 0.99
C 1.58 -0.52 -0.08
C 0.60 -0.11 -1.06
H -1.39 1.71 1.09
H -1.58 1.84 -0.70
H 0.35 -1.69 1.15
H 0.85 -0.04 2.00
H 2.21 0.34 0.18
H 2.31 -1.34 -0.30
H 0.75 0.80 -1.53
H 0.41 -0.89 -1.75
*
```

- Energy relative to the best compared isomer or geometry (same formula, charge and spin): 5.905 eV
- Frontier orbital gap: 8.4025 eV
- SMILES: O=[N+]1CC12CCC2
- HOMO energy: -15.96 eV


A structure of composition C8H8AlCl2GaN2O3. Source: the Open Molecules 2025 dataset; level of theory: ωB97M-V with the def2-TZVPD basis set.

Geometry as ORCA input:
```
! RIJCOSX wB97M-V def2-TZVPD def2/J DEFGRID3
* xyz 4 1
Al 3.21 1.29 -3.03
Ga -1.15 1.42 -0.59
Cl 4.56 0.02 -2.01
Cl 1.08 0.79 -3.21
C -1.96 0.75 -2.18
C 2.97 2.96 -1.74
C 3.86 2.25 -4.87
O -2.34 0.25 -3.17
O 2.51 3.76 -1.05
O 4.00 2.81 -5.86
C -2.69 -0.90 3.78
C -1.79 -0.85 2.61
C -0.89 -1.76 2.05
C -0.34 -1.19 0.90
N -0.93 0.02 0.74
N -1.82 0.18 1.78
C 0.66 -1.73 -0.03
H -3.36 -1.77 3.76
H -2.09 -0.95 4.71
H -3.30 0.01 3.82
H -0.61 -2.72 2.45
H -2.36 1.04 1.92
H 1.67 -1.62 0.39
H 0.49 -2.81 -0.17
H 0.64 -1.25 -1.02
*
```

- Energy relative to the best compared isomer or geometry (same formula, charge and spin): 0.000 eV
- Frontier orbital gap (alpha / beta): 5.7766 / 4.6903 eV
- HOMO energy (alpha / beta): -23.29 / -23.29 eV


A structure of composition C14H36CaN2O6. Source: the Open Molecules 2025 dataset; level of theory: ωB97M-V with the def2-TZVPD basis set.

Geometry as ORCA input:
```
! RIJCOSX wB97M-V def2-TZVPD def2/J DEFGRID3
* xyz 0 1
Ca 0.23 -0.08 -0.68
C 3.47 -0.79 0.57
O 2.45 -0.55 -0.33
H 4.36 -0.16 0.36
H 3.18 -0.59 1.62
H 3.83 -1.84 0.55
C -3.25 -0.41 -1.38
O -2.08 -0.15 -0.74
H -4.09 -0.60 -0.68
H -3.56 0.42 -2.06
H -3.21 -1.31 -2.05
C -0.96 1.52 -3.48
O 0.17 0.82 -3.02
C 0.61 -0.22 -3.87
C 0.04 -1.56 -3.47
N 0.54 -1.93 -2.14
C -0.09 -3.12 -1.57
C 0.38 -3.32 -0.13
O -0.03 -2.28 0.73
C -1.30 -2.52 1.30
H -1.24 2.23 -2.71
H -1.79 0.84 -3.70
H -0.72 2.07 -4.40
H 1.70 -0.26 -3.78
H 0.41 -0.02 -4.93
H 0.27 -2.32 -4.23
H -1.05 -1.53 -3.40
H 1.54 -2.09 -2.17
H 0.25 -4.02 -2.12
H -1.18 -3.12 -1.60
H 1.47 -3.34 -0.12
H 0.05 -4.30 0.24
H -2.04 -2.82 0.54
H -1.68 -1.59 1.71
H -1.24 -3.29 2.08
C 2.17 2.85 -1.25
O 0.99 2.33 -0.68
C 0.58 3.04 0.47
C -0.52 2.28 1.15
N -0.25 0.85 1.48
C 0.72 0.69 2.57
C 0.19 1.10 3.93
O -1.07 0.45 4.07
C -1.69 0.74 5.30
H 3.01 2.71 -0.56
H 2.04 3.90 -1.50
H 2.37 2.27 -2.15
H 0.19 4.02 0.16
H 1.45 3.20 1.13
H -1.37 2.22 0.44
H -0.96 2.83 1.99
H -1.16 0.57 1.86
H 1.66 1.19 2.34
H 0.93 -0.38 2.64
H 0.05 2.19 4.04
H 0.86 0.74 4.71
H -2.19 1.71 5.29
H -0.98 0.74 6.13
H -2.43 -0.03 5.50
*
```

- Energy relative to the best compared isomer or geometry (same formula, charge and spin): 0.000 eV
- Frontier orbital gap: 7.8142 eV
- HOMO energy: -7.11 eV


A structure of composition C5H12NO. Source: the Open Molecules 2025 dataset; level of theory: ωB97M-V with the def2-TZVPD basis set.

Geometry as ORCA input:
```
! RIJCOSX wB97M-V def2-TZVPD def2/J DEFGRID3
* xyz 1 1
C 0.92 0.30 -0.36
C -1.66 0.09 -0.42
C 1.07 1.53 0.54
C 1.69 -0.90 0.03
C -1.74 -1.30 0.14
N 0.05 0.38 -1.31
O -1.87 1.11 0.24
H 0.83 0.96 1.50
H 0.30 2.31 0.21
H 2.01 1.95 0.47
H 2.66 -0.57 0.21
H 1.57 -1.69 -0.68
H 1.56 -1.32 1.00
H -1.63 -1.43 1.30
H -0.89 -1.77 -0.30
H -2.80 -1.51 -0.17
H -0.25 1.18 -1.67
H 0.09 -0.34 -1.95
H -1.92 1.02 1.25
*
```

- Energy relative to the best compared isomer or geometry (same formula, charge and spin): 4.729 eV
- Frontier orbital gap (alpha / beta): 7.8498 / 7.8460 eV
- HOMO energy (alpha / beta): -12.09 / -12.09 eV


A structure of composition C39H108NO16Zn. Source: the Open Molecules 2025 dataset; level of theory: ωB97M-V with the def2-TZVPD basis set.

Geometry as ORCA input:
```
! RIJCOSX wB97M-V def2-TZVPD def2/J DEFGRID3
* xyz 1 1
Zn 0.77 -3.61 1.50
C -1.05 -1.54 -1.92
C -0.18 -0.51 -1.23
C -0.80 0.85 -1.54
C -0.12 1.99 -0.79
C -0.29 1.69 0.70
C 0.37 0.36 1.09
N -0.10 -0.71 0.21
O 0.39 -1.98 0.58
C -0.08 0.08 2.52
C 1.89 0.57 1.10
C 1.19 -0.59 -1.93
H -2.05 -1.56 -1.45
H -0.67 -2.56 -1.89
H -1.25 -1.26 -2.96
H -1.86 0.87 -1.26
H -0.76 1.01 -2.62
H -0.60 2.92 -1.08
H 0.95 1.96 -1.00
H -1.34 1.74 1.00
H 0.21 2.52 1.21
H -0.02 0.96 3.15
H 0.60 -0.65 2.96
H -1.07 -0.38 2.55
H 2.24 1.10 2.00
H 2.27 1.07 0.21
H 2.47 -0.36 1.12
H 1.92 0.06 -1.45
H 1.11 -0.26 -2.96
H 1.61 -1.59 -1.88
C -0.08 5.23 -3.56
C 0.11 5.77 -4.96
O -0.03 7.18 -4.91
H 0.15 4.17 -3.46
H -1.06 5.40 -3.12
H 0.55 5.80 -2.87
H -0.61 5.32 -5.65
H 1.13 5.52 -5.28
H -0.04 7.50 -5.82
C -3.58 3.40 -0.13
C -3.33 4.76 -0.75
O -3.90 5.76 0.09
H -3.11 2.70 -0.83
H -4.65 3.17 -0.06
H -3.10 3.24 0.83
H -3.86 4.75 -1.71
H -2.27 4.95 -0.92
H -3.55 6.62 -0.18
C 1.15 -1.98 -5.64
C 1.18 -2.98 -4.52
O 1.48 -4.27 -5.05
H 2.14 -1.83 -6.07
H 0.85 -0.97 -5.34
H 0.51 -2.31 -6.46
H 0.29 -3.01 -3.88
H 2.00 -2.65 -3.87
H 1.40 -4.89 -4.32
C -4.18 -0.36 0.52
C -4.84 -0.93 -0.71
O -6.25 -0.79 -0.56
H -3.09 -0.30 0.50
H -4.54 -0.90 1.40
H -4.71 0.59 0.62
H -4.61 -1.98 -0.92
H -4.48 -0.45 -1.63
H -6.65 -0.90 -1.42
C 6.12 -0.20 2.19
C 6.67 0.96 1.39
O 6.52 2.13 2.16
H 6.26 -1.18 1.72
H 5.06 -0.06 2.40
H 6.64 -0.27 3.14
H 6.07 1.03 0.47
H 7.68 0.77 1.01
H 6.80 2.90 1.66
C -2.87 -2.42 -5.68
C -3.27 -3.50 -6.67
O -4.04 -4.49 -6.01
H -2.45 -1.56 -6.20
H -2.19 -2.83 -4.93
H -3.78 -2.06 -5.21
H -2.41 -3.93 -7.20
H -3.80 -3.00 -7.49
H -4.23 -5.21 -6.62
C -2.78 -6.03 -2.61
C -3.28 -4.61 -2.52
O -4.49 -4.44 -3.26
H -3.52 -6.73 -2.23
H -1.87 -6.13 -2.00
H -2.54 -6.29 -3.64
H -2.59 -3.88 -2.95
H -3.46 -4.28 -1.50
H -4.24 -4.44 -4.19
C -4.76 1.47 3.89
C -3.78 0.37 4.24
O -4.27 -0.19 5.47
H -5.70 1.04 3.52
H -4.41 2.12 3.08
H -4.95 2.15 4.72
H -2.78 0.78 4.40
H -3.68 -0.38 3.45
H -4.82 -0.95 5.24
C -1.62 3.74 4.37
C -0.22 3.88 4.98
O -0.24 4.34 6.31
H -1.95 4.65 3.86
H -2.40 3.50 5.10
H -1.64 2.94 3.62
H 0.38 4.54 4.37
H 0.28 2.90 4.92
H -0.78 3.75 6.83
C 3.98 -2.39 -0.56
C 3.11 -3.63 -0.53
O 2.69 -3.88 0.85
H 4.53 -2.35 0.39
H 3.36 -1.49 -0.55
H 4.68 -2.40 -1.39
H 3.66 -4.51 -0.89
H 2.24 -3.55 -1.18
H 3.47 -4.25 1.28
C 2.43 4.88 0.98
C 2.83 4.95 -0.46
O 4.23 4.59 -0.55
H 2.51 3.89 1.43
H 1.38 5.18 1.11
H 3.02 5.54 1.61
H 2.77 5.99 -0.81
H 2.25 4.29 -1.12
H 4.58 4.94 -1.37
C -0.08 0.12 6.06
C -0.56 -1.24 5.59
O 0.44 -2.24 5.81
H -0.15 0.20 7.15
H -0.65 0.97 5.69
H 0.97 0.22 5.79
H -0.81 -1.24 4.53
H -1.47 -1.54 6.11
H 0.78 -2.19 6.71
C -2.77 -3.68 1.07
C -2.07 -3.17 2.31
O -0.92 -4.00 2.64
H -3.53 -2.96 0.78
H -3.18 -4.67 1.25
H -2.02 -3.74 0.27
H -2.73 -3.14 3.18
H -1.74 -2.15 2.14
H -1.24 -4.80 3.05
C 3.91 1.39 -3.22
C 5.13 1.56 -2.33
O 6.30 1.27 -3.10
H 3.79 0.35 -3.52
H 3.93 2.02 -4.11
H 3.00 1.62 -2.64
H 5.08 0.81 -1.54
H 5.22 2.57 -1.92
H 6.31 1.81 -3.89
C 3.66 -3.03 4.32
C 2.79 -2.18 3.41
O 1.47 -2.73 3.26
H 3.72 -4.07 4.00
H 3.27 -2.96 5.34
H 4.67 -2.61 4.30
H 3.26 -2.05 2.44
H 2.70 -1.17 3.80
H 1.01 -2.64 4.12
*
```

- Energy relative to the best compared isomer or geometry (same formula, charge and spin): 0.000 eV
- Frontier orbital gap: 5.9875 eV
- HOMO energy: -9.53 eV


A cluster of 5 separate species, C31H59Cl2I2N2O8P in total. Source: the Open Molecules 2025 dataset; level of theory: ωB97M-V with the def2-TZVPD basis set.

Geometry as ORCA input:
```
! RIJCOSX wB97M-V def2-TZVPD def2/J DEFGRID3
* xyz 0 1
C 3.83 0.61 -2.95
C 3.36 1.20 -1.82
C 3.60 2.67 -1.57
C 2.30 3.54 -1.38
C 2.70 4.50 -0.32
N 3.01 5.25 0.49
C 1.12 2.70 -0.77
I 0.96 2.74 1.35
C 0.25 1.94 -1.44
C 0.28 1.72 -2.92
I -1.29 0.86 -0.50
C 1.96 4.45 -2.67
C 2.78 5.67 -2.55
N 3.33 6.66 -2.41
C 2.39 3.74 -4.02
Cl 4.01 4.30 -4.57
C 1.40 3.87 -5.22
C 1.57 2.62 -6.11
Cl 1.75 5.25 -6.31
P 0.19 5.13 -2.62
C -0.09 5.91 -0.99
C 0.09 6.56 -3.78
H 3.22 -0.04 -3.56
H 4.85 0.81 -3.27
H 2.80 0.61 -1.10
H 4.18 2.76 -0.64
H 4.24 3.05 -2.36
H -0.05 2.59 -3.48
H -0.41 0.92 -3.17
H 1.25 1.40 -3.28
H 2.57 2.69 -3.88
H 0.36 3.89 -4.92
H 1.67 1.71 -5.51
H 2.39 2.75 -6.81
H 0.67 2.51 -6.70
H 0.45 6.86 -0.94
H 0.24 5.32 -0.14
H -1.15 6.14 -0.92
H 1.08 6.91 -4.07
H -0.47 6.22 -4.64
H -0.44 7.36 -3.28
C 8.02 0.63 -4.61
O 6.60 0.64 -4.68
C 6.09 1.48 -5.71
C 5.70 0.69 -6.94
O 6.82 0.08 -7.56
C 6.97 -1.29 -7.23
H 8.31 -0.23 -4.01
H 8.47 0.54 -5.60
H 8.38 1.54 -4.13
H 6.81 2.26 -5.97
H 5.20 1.97 -5.31
H 5.26 1.37 -7.67
H 4.95 -0.06 -6.68
H 6.26 -1.90 -7.80
H 6.83 -1.47 -6.16
H 7.98 -1.58 -7.50
C -1.03 3.48 5.12
O -1.12 2.17 4.56
C -0.20 1.26 5.14
C -0.87 0.38 6.18
O -1.32 1.13 7.29
C -2.71 1.42 7.23
H -1.94 4.01 4.84
H -0.96 3.45 6.21
H -0.17 4.01 4.71
H 0.65 1.79 5.58
H 0.17 0.62 4.33
H -0.14 -0.35 6.55
H -1.70 -0.18 5.73
H -3.29 0.54 7.52
H -3.01 1.75 6.24
H -2.91 2.22 7.94
C -4.34 -0.44 4.13
O -4.79 -1.06 5.32
C -6.15 -1.46 5.24
C -6.29 -2.93 4.94
O -5.80 -3.27 3.66
C -4.49 -3.81 3.68
H -3.25 -0.42 4.15
H -4.66 -0.98 3.24
H -4.70 0.59 4.08
H -6.69 -0.86 4.50
H -6.60 -1.25 6.22
H -7.35 -3.20 4.96
H -5.79 -3.53 5.71
H -4.52 -4.86 3.99
H -3.83 -3.25 4.35
H -4.09 -3.76 2.67
C -5.65 -7.63 2.27
O -4.43 -7.54 2.99
C -4.45 -8.30 4.20
C -3.74 -9.63 4.05
O -4.41 -10.48 3.14
C -3.83 -10.49 1.84
H -5.45 -7.28 1.25
H -6.01 -8.66 2.22
H -6.41 -6.99 2.72
H -5.47 -8.45 4.54
H -3.92 -7.70 4.95
H -3.73 -10.13 5.02
H -2.70 -9.47 3.73
H -2.93 -11.11 1.83
H -3.59 -9.49 1.50
H -4.56 -10.93 1.16
*
```

- Frontier orbital gap: 8.4400 eV
- HOMO energy: -8.63 eV


A structure of composition C20H13Cl56N4. Source: the Open Molecules 2025 dataset; level of theory: ωB97M-V with the def2-TZVPD basis set.

Geometry as ORCA input:
```
! RIJCOSX wB97M-V def2-TZVPD def2/J DEFGRID3
* xyz 1 1
C -2.58 1.22 0.44
C -3.16 2.62 0.26
C -2.61 3.31 -1.01
C -4.67 2.68 0.32
N -5.36 1.45 -0.04
C -6.66 1.44 0.02
N -7.40 0.36 -0.21
C -8.60 0.80 0.02
N -8.61 2.03 0.33
N -7.36 2.49 0.34
H -2.53 0.77 -0.53
H -3.21 0.59 1.03
H -1.59 1.27 0.85
H -2.80 3.21 1.09
H -2.09 2.58 -1.59
H -1.95 4.10 -0.71
H -3.44 3.69 -1.58
H -5.08 3.48 -0.29
H -4.96 2.92 1.34
H -4.93 0.59 -0.30
H -9.44 0.16 -0.06
H -9.40 2.60 0.54
H -7.07 3.41 0.56
C 1.23 0.15 3.06
Cl 2.46 1.34 3.45
Cl 1.18 -0.11 1.31
Cl 1.62 -1.36 3.87
Cl -0.35 0.73 3.61
C -1.34 0.87 -7.94
Cl -0.11 2.13 -7.88
Cl -0.97 -0.38 -6.74
Cl -2.93 1.59 -7.57
Cl -1.39 0.15 -9.54
C 4.82 -3.47 3.02
Cl 3.84 -4.62 3.92
Cl 3.78 -2.56 1.91
Cl 5.58 -2.34 4.14
Cl 6.06 -4.32 2.10
C 3.28 2.06 7.33
Cl 4.70 2.63 6.46
Cl 3.75 1.60 8.97
Cl 2.07 3.35 7.41
Cl 2.59 0.66 6.50
C 6.04 3.57 2.89
Cl 6.33 4.42 1.37
Cl 6.04 1.83 2.61
Cl 7.32 3.98 4.05
Cl 4.48 4.07 3.56
C 2.05 -5.90 7.33
Cl 1.08 -5.92 8.81
Cl 1.52 -7.20 6.26
Cl 1.86 -4.34 6.52
Cl 3.75 -6.12 7.73
C 7.33 -2.79 -1.81
Cl 6.23 -2.81 -0.42
Cl 6.58 -1.91 -3.15
Cl 8.82 -1.98 -1.34
Cl 7.68 -4.44 -2.31
C -6.56 3.64 -5.66
Cl -7.52 4.25 -7.00
Cl -7.55 2.58 -4.64
Cl -5.16 2.74 -6.31
Cl -5.97 5.00 -4.69
C -8.43 -0.34 -7.70
Cl -9.26 -1.27 -6.45
Cl -9.62 0.60 -8.61
Cl -7.24 0.74 -6.97
Cl -7.60 -1.44 -8.79
C -8.58 -2.89 -1.83
Cl -8.62 -2.15 -3.43
Cl -8.58 -4.64 -2.02
Cl -7.17 -2.39 -0.88
Cl -10.03 -2.41 -0.94
C 12.19 0.39 0.38
Cl 13.53 1.10 -0.52
Cl 12.70 0.07 2.03
Cl 10.83 1.51 0.39
Cl 11.70 -1.12 -0.40
C 12.92 3.91 4.06
Cl 13.64 5.40 4.65
Cl 13.15 2.63 5.25
Cl 11.19 4.15 3.79
Cl 13.69 3.44 2.54
C -9.31 -3.80 -11.92
Cl -9.43 -5.02 -10.65
Cl -7.61 -3.60 -12.38
Cl -10.24 -4.32 -13.33
Cl -9.94 -2.26 -11.33
C 7.48 -4.96 8.61
Cl 6.68 -4.19 7.24
Cl 6.74 -6.54 8.92
Cl 9.19 -5.18 8.24
Cl 7.31 -3.94 10.04
*
```

- Frontier orbital gap: 9.0463 eV
- HOMO energy: -11.91 eV